Entry 1:
{
  "formula": "C37H48O2Si2",
  "method": "wB97M-V/def2-TZVPD",
  "elements": ["H", "O", "C", "H", "C", "C", "H", "C", "C", "H", "H", "C", "C", "H", "C", "H", "C", "C", "H", "H", "C", "O", "C", "C", "H", "C", "H", "H", "C", "H", "H", "C", "H", "C", "H", "H", "H", "H", "H", "H", "H", "H", "H", "C", "H", "H", "H", "H", "H", "H", "C", "C", "C", "H", "C", "H", "C", "C", "H", "H", "H", "C", "Si", "H", "H", "C", "H", "Si", "C", "H", "H", "C", "C", "C", "C", "C", "H", "H", "H", "C", "H", "C", "C", "C", "H", "H", "H", "C", "H"],
  "coordinates": [[1.1511, 3.1464, -1.9257], [-3.0929, 5.2406, -0.5492], [1.7568, -8.0415, -0.5007], [-3.0014, 0.4649, 3.8008], [-0.5632, -1.8619, 2.0423], [-3.5007, 3.3544, -4.9706], [-0.0767, -2.3154, 2.9608], [-1.4664, 3.4370, -0.9940], [-4.5247, -5.8955, 3.1549], [-1.4329, -6.0640, 0.4277], [-1.5271, -7.4835, 3.1527], [6.5981, -0.3036, 1.6465], [1.0201, 2.7040, 0.8865], [0.5187, -9.0722, -1.9235], [-2.2534, -6.6886, 3.2833], [0.5849, -0.1041, 4.2776], [0.8460, 1.1206, 0.6965], [-0.0208, 0.7396, 3.8150], [-0.7912, 1.1101, 4.5767], [0.2152, -1.9259, 1.1998], [-4.1134, -4.6464, 3.6080], [-0.5555, 0.7913, 0.7932], [1.8097, -7.0584, 0.4819], [-5.4875, 2.6495, -3.8048], [-2.4539, -3.4483, 4.2647], [-0.5883, -7.5937, -0.8239], [2.6504, -8.6002, -0.7572], [5.3408, 5.8009, -2.7850], [1.9983, 6.2297, -3.1722], [3.2173, 7.9142, -5.8520], [0.3974, 3.1177, 1.7520], [4.4025, 0.7757, 2.9709], [7.4535, -0.7239, 1.1293], [-2.7735, -4.4204, 3.9051], [3.5460, 1.1965, 3.4871], [-4.1701, 4.2002, -3.1105], [1.0695, 7.3231, -4.7726], [-3.4615, -0.6436, 2.4204], [-3.0763, 2.3261, -6.8097], [0.6438, 1.5897, 3.4592], [2.1209, 2.9784, 1.0482], [-6.6078, 1.0656, -4.7302], [-0.7973, -5.2632, 3.9669], [5.5919, -1.1387, 2.1203], [-1.6670, 3.5537, -2.1030], [0.7010, -5.5845, 1.5864], [5.6623, -2.2108, 1.9710], [-6.1669, 2.7441, -2.9647], [2.7454, -6.8463, 0.9873], [0.7074, 5.0367, -0.5876], [-3.7513, 2.4148, -5.9652], [-5.7362, 1.7074, -4.7974], [-4.3675, 3.4699, -3.8884], [7.2932, 1.7226, 1.4699], [5.4069, 1.6113, 2.4938], [5.3536, 7.1656, -4.8502], [-4.8665, 1.5883, -5.8768], [-2.1477, 4.5760, -0.0998], [-3.1818, 1.2183, 2.1554], [-2.6297, 3.9975, -5.0385], [-1.9215, 2.4506, -0.6697], [3.2121, 7.3234, -4.9425], [-0.9621, 0.0198, 2.2848], [1.0579, 5.9721, -2.6987], [3.7142, -1.2520, 3.1604], [0.6614, -6.3480, 0.8169], [5.3324, 2.6841, 2.6356], [0.4236, 3.5874, -0.7290], [-2.8427, 0.2698, 2.6846], [-4.8380, -3.8485, 3.7303], [-3.9151, -7.8924, 2.6437], [-1.8430, -5.4410, 3.7399], [4.4052, 6.1350, -3.2198], [4.4124, 6.9001, -4.3817], [4.4961, -0.6000, 2.7862], [3.1980, 5.7989, -2.6166], [-5.0587, 0.8522, -6.6494], [1.5236, 0.5569, 1.4105], [-5.5699, -6.0727, 2.9264], [6.5070, 1.0717, 1.8359], [-1.7271, 4.6862, 0.9611], [2.0051, 6.9902, -4.3370], [0.5588, -8.3079, -1.1551], [-3.5946, -6.9179, 2.9947], [3.1924, 5.2008, -1.7113], [1.1674, 0.8828, -0.3793], [-1.5218, -7.7993, -1.3356], [-0.5374, -6.6170, 0.1650], [-1.4875, -2.4329, 1.7113]],
  "mulliken_charge": [-0.099, -0.492, -0.330, 0.337, -0.956, -0.438, 0.273, 0.052, -0.379, 0.417, 0.401, -0.363, -0.395, 0.358, -0.536, 0.288, -0.479, -0.907, 0.344, 0.297, -0.468, -0.333, -0.491, -0.522, 0.448, -0.472, 0.352, 0.359, -0.060, 0.351, 0.232, -0.290, 0.357, -0.314, 0.422, 0.468, 0.370, 0.263, 0.349, 0.182, 0.187, 0.354, 0.412, -0.413, -0.057, 0.332, 0.367, 0.366, 0.363, -0.102, -0.365, -0.310, -0.287, 0.364, -0.468, 0.351, -0.384, -0.008, 0.236, 0.414, 0.303, -0.371, 0.671, 0.222, 0.393, -0.215, 0.384, 0.015, -1.077, 0.373, 0.390, -0.305, -0.494, -0.373, -0.374, -0.087, 0.352, 0.277, 0.381, -0.375, 0.285, -0.557, -0.388, -0.411, 0.314, 0.438, 0.367, -0.287, 0.203],
  "homo_ev": -9.2,
  "smiles": "C[Si](C)(C)OCC[SiH2]CC=O.c1ccccc1.c1ccccc1.c1ccccc1.c1ccccc1.c1ccccc1",
  "e_above_lowest_kj_mol": 104.7,
  "e_tot_ev": -58997.795,
  "spin_multiplicity": 1
}



Entry 2:
{
  "formula": "C37H49Cl56GaNO2",
  "method": "wB97M-V/def2-TZVPD",
  "elements": ["Cl", "C", "N", "H", "H", "H", "Cl", "Cl", "H", "C", "H", "H", "Cl", "H", "Cl", "H", "Cl", "C", "C", "C", "Cl", "H", "C", "C", "Cl", "H", "Cl", "Cl", "H", "Cl", "H", "Cl", "C", "O", "H", "H", "Cl", "C", "C", "Cl", "Cl", "C", "C", "H", "Cl", "H", "Cl", "H", "Cl", "H", "C", "H", "H", "C", "C", "Cl", "Cl", "Cl", "H", "Cl", "H", "Cl", "H", "H", "C", "H", "H", "Cl", "Cl", "Cl", "H", "H", "Cl", "Cl", "Cl", "C", "C", "H", "C", "C", "C", "H", "H", "H", "Cl", "C", "H", "Cl", "Cl", "Cl", "C", "H", "H", "Cl", "H", "Cl", "Cl", "C", "C", "Cl", "Cl", "Cl", "H", "Cl", "Cl", "H", "O", "Cl", "H", "H", "Cl", "H", "H", "Cl", "Cl", "C", "H", "H", "C", "Cl", "Cl", "Cl", "Cl", "C", "C", "C", "Cl", "Cl", "C", "H", "C", "C", "Cl", "C", "H", "Cl", "H", "C", "Ga", "Cl", "C", "Cl", "C", "H", "Cl", "H"],
  "coordinates": [[-2.3212, -2.2456, -10.7078], [-3.3303, 1.9448, -4.8088], [3.2243, 0.0136, -1.3920], [-3.4023, 2.7613, -7.6293], [4.1846, -2.3977, -1.1233], [-2.1709, -0.6308, 5.6506], [-4.5078, -5.6671, 8.8218], [-5.8396, -4.3744, 14.2731], [-3.0460, 0.4719, 4.5126], [8.5393, -3.2969, -3.5802], [-1.8104, -1.8759, 3.9101], [-1.6664, -0.1155, 1.7120], [-3.3902, 7.6976, 4.7278], [-1.8688, -0.8030, -7.7970], [7.6395, -1.8208, -3.9117], [1.1002, 0.0290, -3.9835], [-3.0235, 2.1124, 0.1829], [-1.0753, -1.2466, 3.3985], [-2.1588, 0.3885, 8.8780], [4.7224, 0.2974, -3.2740], [3.4971, -2.1683, 3.6615], [-0.8921, -4.3589, -2.9179], [0.0893, 1.5543, -2.8222], [-2.1435, 1.2592, -4.0992], [-3.6118, 9.8496, 6.6385], [-1.0229, 0.0093, -9.1157], [6.6743, 1.4090, 11.4987], [1.8267, 0.1797, 3.6248], [5.8116, 0.3541, -3.1542], [4.0513, -0.0108, 1.8333], [-0.1059, 1.7258, -1.7616], [-2.0974, 7.4771, 7.2934], [-2.0852, 0.2244, 4.9807], [-1.0812, 0.0567, 4.0114], [-0.7430, -4.9557, -5.8859], [1.0070, 2.1173, -3.0311], [3.5991, 3.2058, -1.1550], [-2.5227, -1.0868, -12.0239], [0.4142, 0.0907, -3.1340], [-6.7595, -1.7405, 13.5354], [-1.7828, -4.0374, 10.0994], [-1.3265, -1.1347, 1.8864], [-0.3107, -4.6015, -3.8083], [4.7626, -2.4184, -2.8142], [6.0705, 4.6085, -0.6656], [-0.6499, 2.7720, -4.5237], [0.4720, 5.6952, 6.5819], [-2.5076, 0.7272, -3.2161], [-3.5115, 0.2597, -11.4694], [-0.4590, -0.5469, -3.2570], [-0.0580, -1.4524, 1.0325], [-1.7312, -5.9132, -4.7255], [-4.1796, -3.9893, -6.3494], [4.7619, -1.8614, -1.8736], [-2.8368, 1.9012, -7.2626], [-7.9994, -4.0772, 12.3827], [3.7721, 2.4363, -8.2269], [-0.9372, -0.4877, -12.5287], [-1.7906, 1.0782, 5.5938], [5.4902, 7.8142, -1.5763], [5.7771, -1.7731, -1.4766], [-3.9930, 3.9256, -1.8381], [-3.7004, -5.5848, -5.6939], [-2.1488, -1.8008, 1.6105], [1.3515, -2.7519, -1.8126], [-1.5063, 2.9718, -3.0288], [1.9552, -3.3175, -1.1005], [2.8701, 3.1979, -5.5939], [0.0741, -5.7643, 11.4527], [4.1365, 2.7828, 11.4403], [0.3086, -3.0391, -1.6394], [0.3961, -5.4147, -3.6358], [-5.4582, -5.3999, 6.1122], [-2.0059, -0.2969, 10.4983], [5.7308, 3.1044, -3.0956], [-1.6357, -5.3744, 11.2372], [-5.5581, -4.7421, 7.7496], [-2.5598, -3.4260, -4.0724], [-6.4768, -3.3844, 12.9524], [-1.5204, 0.1687, -8.1575], [3.8425, 3.6882, -6.9816], [0.7169, -1.6932, 1.7613], [-3.2915, 0.1902, -6.0819], [4.3596, 1.3172, -3.2759], [9.7884, -2.9699, -2.3703], [4.1305, -0.4934, -2.0992], [2.3332, -3.9735, -3.3267], [3.9043, 6.2348, -3.3956], [5.9988, 1.7262, -0.5503], [-3.3109, -1.8857, -13.3940], [0.4953, -3.3430, -4.1799], [0.8712, -3.5024, -5.2000], [-4.5087, -4.4058, -4.6782], [-7.2294, -4.8389, 8.3270], [-0.1909, -2.4955, -4.2342], [-2.5270, 2.1088, 9.0070], [6.5127, 4.1024, 10.4744], [-1.2902, -4.9365, -4.9418], [1.7027, -3.0753, -3.2897], [0.4744, 2.9711, 7.5288], [2.7099, 4.6914, 8.1061], [-2.3508, -4.8980, 12.7763], [2.2799, -2.2523, -3.7248], [-0.6406, 0.1455, 7.9952], [-4.9648, 1.2078, -1.7394], [-0.2773, -2.3039, 0.3913], [-2.5887, 1.0711, -8.3855], [-5.0473, -3.0503, 7.7404], [-1.8916, 2.2833, -6.8590], [-1.6915, 0.4892, -4.7270], [-3.4855, -0.4135, 8.0176], [-2.1699, -3.1314, -5.7648], [-4.7011, 1.1989, -6.3554], [3.2862, 9.0252, -2.9938], [-1.0905, 9.3292, 5.3325], [3.4752, -0.4077, 3.4495], [-0.7800, 0.5858, -7.4700], [-4.2086, 1.7800, -4.1812], [-1.0320, 2.2113, -3.6630], [0.1647, 5.1466, 9.3955], [-5.3136, -3.3511, 11.6303], [-5.7389, 3.0958, 0.3024], [2.7790, 7.1121, -0.8910], [0.9581, 4.6256, 7.8971], [-4.4258, 2.5853, -0.7722], [-2.5496, 8.5873, 5.9994], [5.5198, 3.9157, -6.4689], [3.2197, 5.2083, -7.6380], [-3.6309, 1.2250, -6.1456], [4.5066, -0.2131, -4.2177], [-2.4297, -3.9058, -5.0432], [3.8636, 7.5432, -2.2143], [4.5158, 0.3394, 4.6806], [-3.7835, -4.5195, -5.4852], [-3.1530, 3.0087, -4.9686], [7.4388, -4.5335, -2.9677], [-0.3766, 0.4581, 0.0885], [5.3409, 3.1452, -1.3635], [1.4132, -0.7128, -1.5218], [-2.4850, -6.8174, 10.6372], [5.6719, 2.5521, 10.5968], [5.3638, 1.9212, 8.9799], [0.4644, -0.2281, 0.2359], [-0.1011, -1.6940, 3.6003], [9.3051, -3.8753, -5.0687], [1.1907, 0.2886, 0.8667]],
  "mulliken_charge": [-0.078, -0.645, 1.040, 0.276, 0.154, 0.325, 0.015, -0.113, 0.266, 0.313, 0.454, -0.263, -0.082, 0.195, -0.017, 0.608, -0.060, -0.893, 0.250, -0.666, -0.133, 0.242, -0.524, 0.285, -0.114, 0.215, -0.112, 0.010, 0.310, 0.052, 0.328, -0.024, -0.778, -0.330, 0.338, -0.231, 0.057, 0.343, 0.062, -0.106, 0.017, -0.137, -0.597, 0.299, -0.088, 0.116, -0.065, 0.267, -0.071, 0.048, -0.143, 0.488, 0.288, -1.199, -0.642, -0.107, -0.116, -0.109, 0.281, -0.099, 0.381, -0.102, 0.347, 0.393, -0.569, 0.078, 0.464, 0.080, -0.103, -0.080, 0.222, 0.309, -0.104, -0.101, -0.061, 0.274, 0.153, 0.229, 0.286, -0.611, 0.211, 0.110, 0.052, -0.316, -0.115, -0.096, 0.427, 0.038, -0.070, -0.125, -0.235, 0.574, 0.298, -0.082, -0.369, -0.070, -0.102, -0.950, -0.571, 0.070, -0.058, -0.060, 0.075, -0.087, -0.113, 0.120, -0.250, 0.010, 0.327, 0.099, -0.056, -0.132, 0.371, -0.124, -0.099, 0.131, 0.295, 0.111, -0.580, -0.138, 0.054, -0.131, -0.075, 0.211, 0.331, 0.312, -0.093, -0.107, -0.367, 0.418, 0.305, 0.234, -0.115, -1.236, 0.444, -0.093, -0.030, 0.151, -1.100, -0.120, 0.307, -0.019, -0.056, 0.592, -0.120, -0.105],
  "homo_ev": -3.8,
  "e_tot_ev": -798375.075,
  "total_charge": -1,
  "spin_multiplicity": 1
}



Entry 3:
{
  "formula": "C37H50BeBr2ClF2MgN4NaO9PS2",
  "method": "wB97M-V/def2-TZVPD",
  "elements": ["C", "H", "O", "H", "C", "C", "O", "H", "C", "H", "H", "C", "C", "C", "C", "C", "H", "C", "H", "O", "C", "P", "S", "C", "Cl", "H", "C", "F", "H", "C", "H", "H", "H", "C", "N", "C", "C", "H", "C", "H", "O", "C", "H", "C", "H", "H", "H", "C", "H", "Mg", "O", "C", "H", "H", "H", "O", "O", "C", "H", "C", "H", "N", "C", "S", "Na", "C", "O", "C", "H", "H", "H", "Br", "H", "C", "O", "C", "H", "H", "N", "H", "C", "C", "H", "H", "F", "C", "H", "C", "C", "Be", "H", "H", "H", "H", "Br", "H", "H", "H", "H", "C", "H", "H", "H", "N", "H", "H", "C", "C", "H", "H", "H"],
  "coordinates": [[-2.3546, -0.7228, -4.2873], [1.0940, -2.3418, -1.1316], [-2.3877, 2.3405, 1.4880], [-2.4398, -3.3340, -0.6906], [-4.8378, 2.7983, 0.0257], [-0.4250, -0.6137, 3.9828], [6.6148, 4.3152, -1.5327], [-5.4215, -3.1580, 3.5294], [-1.0017, 0.4758, 1.9766], [4.0480, -4.6066, 0.6754], [-0.6967, -0.9098, -7.0504], [3.0036, -3.8487, 3.8166], [4.3885, -4.4086, 1.7019], [-0.9354, -0.1417, -2.2393], [6.6338, 5.2107, -0.4011], [2.2290, -1.4923, 1.4056], [-4.3036, 0.2669, -2.8618], [-2.6053, -1.7869, -6.7550], [2.9368, -1.6886, 2.2099], [4.4749, 5.3698, -1.2725], [0.1302, -0.0378, 1.3466], [-2.7885, 0.8053, 4.2434], [5.2827, 4.5453, -2.3649], [-2.0241, 0.8341, -0.2843], [2.8275, -5.2440, -2.6451], [1.9635, 9.5885, 1.1666], [-3.0866, -2.8971, 1.2852], [-0.6480, -0.9089, 5.2525], [-2.4848, -1.9759, 1.2092], [0.7183, -1.1706, 3.3920], [0.2669, -1.6939, -3.2126], [1.6450, 7.7025, -0.4421], [-3.3957, -5.4636, 0.3598], [-3.5231, -1.4140, -4.5899], [-1.3519, -0.5193, -5.1395], [-3.6440, -1.9554, -5.8587], [-3.9476, -4.7655, -0.2711], [-4.6883, -0.1517, 4.0748], [-0.8897, 0.3359, -0.9414], [-4.3025, -1.5316, -3.8547], [1.4650, -1.9689, 4.1819], [-4.9329, -3.5889, 2.6505], [3.6993, -5.7612, 3.1690], [-1.3109, 0.2054, 3.3144], [-5.1044, 0.6970, 0.5214], [-2.2516, 1.3697, 5.4197], [3.1622, 10.8938, 0.9940], [1.3260, 0.0813, -3.2431], [1.4693, 8.8403, -1.8143], [1.9022, 1.6083, 2.8775], [4.6546, 3.2696, -2.5465], [5.1815, 5.3469, -0.0147], [2.4034, -5.1821, 2.1804], [-3.8662, -5.1109, -1.3024], [2.9355, -2.3080, -1.0057], [1.4369, 0.6724, -0.4825], [5.5426, 5.3887, -3.4705], [2.0095, -2.8117, -0.6818], [3.6374, -2.9663, 3.7589], [2.5000, 10.2184, 0.4571], [2.5839, 7.4579, -1.9372], [-3.7855, -0.3785, 4.4781], [0.2669, -0.6535, -2.9196], [3.5060, 9.1959, -0.6199], [-4.9342, 1.8331, -2.1389], [-3.2615, 0.8569, -0.8955], [4.3212, 8.3096, 0.2580], [-3.3905, -3.3538, -0.1457], [4.9843, 6.2564, 0.5449], [-5.0009, -4.8172, 0.0023], [1.7999, 10.7965, -0.1454], [0.2736, -4.1049, -1.6359], [2.0825, -3.8981, -1.0446], [3.3036, -4.8632, 2.6970], [-4.1974, -2.5352, 2.0418], [-1.8721, 1.3207, 1.1159], [-4.5236, -2.5250, -6.1163], [0.8815, -2.9574, 0.9343], [-4.3158, -2.4134, -0.7903], [-5.7056, -3.9681, 1.9732], [-2.1865, -0.1568, -2.9079], [0.3526, 0.3421, -0.0915], [-2.6708, -2.2133, -7.7419], [-3.8796, -1.5009, -0.7750], [-5.7540, -1.7039, 4.7040], [-3.3196, 0.3214, -2.2840], [2.6973, -0.8072, 0.7076], [1.5425, -3.3727, 3.8403], [1.0098, -0.8794, 2.0586], [4.5850, -5.5118, -1.4566], [1.4820, 1.0612, -2.8388], [7.0525, 6.1635, -0.7274], [1.0119, -3.6204, 2.9281], [-5.1218, -2.3067, -0.1770], [3.9609, 1.0360, -2.7891], [1.0514, -3.9202, 4.6428], [4.8339, 4.4805, 0.5525], [-2.4685, -3.6365, 1.8179], [-4.3098, 3.4877, 0.6734], [-4.4954, 1.3988, -0.0528], [-5.6159, 3.2947, -0.6226], [-3.4000, 1.8617, 3.5574], [-4.2751, -4.4060, 2.9662], [1.8629, -2.7671, 0.7675], [5.3314, -4.9162, 1.8783], [7.2451, 4.8023, 0.3975], [2.1593, 8.2005, -1.2646], [-1.5047, -1.0554, -6.3454], [4.5628, -3.3373, 1.7709], [3.2143, -4.3052, 4.7802], [2.0968, -0.2917, -3.9033]],
  "mulliken_charge": [0.161, -0.691, -0.564, -0.289, -0.685, 0.845, -0.319, 0.218, 0.606, -0.880, 0.426, -0.886, -0.141, 0.651, -0.375, -1.426, 0.140, -0.498, 0.167, -0.264, 0.301, 0.083, 0.944, -0.368, -0.180, 0.312, 0.372, -0.357, -0.647, 0.801, 0.523, 0.284, 0.352, -0.398, -0.369, -0.638, -1.764, 0.266, 0.360, 0.352, -0.633, -0.763, 0.508, 0.691, 0.538, 0.115, 0.326, -1.622, 0.418, 0.484, -0.431, -0.128, 0.355, 0.416, 0.555, -0.326, -0.567, 0.332, 0.518, -0.974, 0.227, -0.445, -0.870, 0.460, 0.765, 1.770, -0.607, 0.947, 0.274, 0.350, 0.377, -0.311, -0.301, -0.549, -0.208, -0.871, 0.444, 0.101, -0.508, 0.270, 1.197, -0.629, 0.406, -0.041, -0.688, -0.860, 0.758, -0.569, -0.914, 0.382, 0.656, 0.285, 0.113, 0.405, 0.064, 0.520, 0.202, 0.572, 0.266, -0.816, 0.272, 0.059, 0.304, 0.763, 0.528, 0.322, -0.856, -0.447, 0.263, 0.497, 0.435],
  "homo_ev": -8.4,
  "e_tot_ev": -262802.546,
  "total_charge": 1,
  "spin_multiplicity": 1
}